Here is C23H50AlCl14N2O as an isolated structure at a distorted geometry from OMol25. Energies are from wB97M-V/def2-TZVPD.

Positions of all 91 atoms, in Å:
C  0.3151  0.6085  -1.3126
O  1.4130  0.6313  -2.2903
C  2.7195  0.8872  -1.6658
C  3.8251  -0.1236  -2.4098
C  4.8227  -0.7942  -1.2948
C  6.1467  -1.5483  -1.9194
C  6.8130  -2.6509  -0.8545
Al  6.5188  -4.5212  -1.6448
N  4.5748  -4.7889  -1.7118
N  7.2108  -5.9734  -0.5889
C  8.2065  -5.5757  0.2688
C  9.7385  -6.1231  -0.0578
C  8.0219  -4.6515  1.6150
H  -0.4034  1.5334  -1.3509
H  0.6399  0.4523  -0.1995
H  -0.3537  -0.3406  -1.5908
H  2.7871  0.6335  -0.5257
H  3.0664  2.0045  -1.8860
H  4.3833  0.5148  -3.2255
H  3.1600  -0.9179  -2.9998
H  4.1974  -1.6162  -0.7242
H  5.1929  0.0784  -0.5765
H  5.9513  -2.0265  -2.9901
H  7.0088  -0.7453  -2.0986
H  6.1768  -2.5374  0.1471
H  7.9210  -2.4004  -0.5697
H  7.0053  -4.5012  -3.1526
H  4.4919  -5.8468  -1.6289
H  4.2702  -4.5921  -2.6934
H  10.3280  -6.0399  0.9720
H  9.6948  -7.2905  -0.2889
H  10.2900  -5.5131  -0.8936
H  6.9837  -4.1126  1.5792
H  8.0591  -5.3773  2.5618
H  8.9392  -3.9060  1.6509
Cl  -2.1232  1.7174  0.3007
C  -3.6437  2.2847  -0.4331
C  -4.1705  1.3181  -1.4819
Cl  -3.1406  1.2752  -2.9342
H  -3.4674  3.2796  -0.8538
H  -4.3697  2.3830  0.3798
H  -5.1663  1.6319  -1.8096
H  -4.2471  0.2995  -1.0894
Cl  -1.9204  3.8536  3.0927
C  -0.5714  2.8082  3.6022
C  0.0131  3.2362  4.9390
Cl  0.8716  4.7928  4.8299
H  0.1838  2.8179  2.8100
H  -0.9704  1.7921  3.6792
H  0.7432  2.4955  5.2794
H  -0.7611  3.3281  5.7068
Cl  2.0140  2.9375  1.2319
C  1.8861  4.2699  0.0568
C  1.6541  5.6116  0.7335
Cl  0.0395  5.7189  1.4776
H  1.0820  4.0277  -0.6451
H  2.8281  4.2922  -0.4997
H  1.7157  6.4161  -0.0058
H  2.3999  5.8059  1.5103
Cl  -6.3525  1.3163  -5.7366
C  -6.4899  -0.2951  -4.9905
C  -7.6299  -0.3677  -3.9871
Cl  -7.3064  0.6048  -2.5305
H  -5.5285  -0.5379  -4.5271
H  -6.6646  -1.0062  -5.8037
H  -7.7661  -1.4010  -3.6536
H  -8.5731  -0.0240  -4.4226
Cl  -2.8472  6.8122  3.5105
C  -4.0342  7.5909  4.5861
C  -5.2424  6.7047  4.8446
Cl  -6.2508  6.5020  3.3907
H  -4.3234  8.5465  4.1377
H  -3.5180  7.7997  5.5282
H  -5.8791  7.1586  5.6102
H  -4.9463  5.7109  5.1941
Cl  -3.6842  -0.6959  4.3032
C  -2.3352  -1.7413  4.8127
C  -1.7507  -1.3132  6.1495
Cl  -0.8922  0.2434  6.0404
H  -1.5800  -1.7315  4.0206
H  -2.7342  -2.7573  4.8897
H  -1.0205  -2.0539  6.4900
H  -2.5249  -1.2213  6.9174
Cl  -7.7460  -2.7087  -6.3166
C  -7.0815  -4.1541  -5.5157
C  -8.1031  -4.8331  -4.6172
Cl  -8.4922  -3.8535  -3.1817
H  -6.1898  -3.8531  -4.9570
H  -6.7701  -4.8403  -6.3092
H  -7.7029  -5.7840  -4.2522
H  -9.0358  -5.0393  -5.1510

## Properties
gap between HOMO and LUMO = 5.32 eV
net charge = -1
F_max = 0.12949 Eh/bohr
molecular weight = 893.99 u
energy = -7776.1112 Eh